Density functional theory data (ωB97M-V/def2-TZVPD) for C5H6N2S in the gas phase in a non-equilibrium geometry.

```
14
C5H6N2S | the Open Molecules 2025 dataset | ωB97M-V/def2-TZVPD
C 1.1222 -1.2749 -1.9389
C 0.6335 -0.7569 -0.7902
C 0.2124 -1.5953 0.4010
N -0.0064 -2.2269 1.3300
N 0.4863 0.7455 -0.4704
C -0.4484 1.3990 0.2719
C -1.0069 0.8082 1.5833
S -1.1651 2.7650 -0.1330
H 1.6252 -0.3987 -2.5143
H 1.1576 -2.4052 -2.1432
H 0.9279 1.2684 -1.2125
H -1.4044 -0.2196 1.3344
H -1.8485 1.3812 1.9658
H -0.2855 0.5104 2.3162
```

* charge: 0
* orbital gap: 8.5 eV
* LUMO energy: -0.07 eV
* spin multiplicity: 1
* energy above the lowest of the compared OMol25 structures with the same formula, charge and spin: 2.794 eV
* max |F|: 0.0753 hartree/bohr